[1]
100
Properties=species:S:1:pos:R:3 method="wB97M-V/def2-TZVPD" s_squared=8.826 total_charge=-2 fmax_ev_per_a=0.64 spin_multiplicity=6 relative_energy_kj_mol=0.0
Ru -1.8031 -1.1370 -0.6393
Ge 0.3018 -0.8188 -2.9479
Cl -5.4042 -2.4093 -4.1481
S -0.2991 6.3666 -4.0368
S -1.9124 4.0566 -2.9954
S -2.4010 1.0514 -2.9806
O -2.5249 -2.8640 -1.4990
O -3.6647 -4.3301 -2.7192
O 0.1727 1.5382 11.9432
N -0.4565 2.4308 -4.3048
N -1.2726 0.4057 0.6610
N -1.1796 -0.9193 6.0220
N -0.5718 1.1809 5.4931
N -2.0939 -2.0568 1.2755
N -0.0039 3.7056 -4.5644
C -0.5628 2.2636 2.6412
C -0.6130 2.6261 1.2772
C -0.5289 0.5652 7.8859
C 1.0336 -2.5298 -5.2460
C 0.3313 -1.3984 -4.8298
C -0.7465 0.3127 6.5150
C -3.9935 -1.9881 -3.1327
C 1.9358 0.2677 -2.7242
C -0.6317 4.7384 -3.9559
C 0.4489 -2.1124 -7.5410
C 2.0285 1.2272 -1.7175
C 0.1103 2.1348 9.6442
C 4.2375 0.7475 -3.3141
C -1.4558 2.4549 -3.4987
C 1.0274 -3.1101 0.5156
C -0.0360 0.5673 12.9274
C -2.5104 -3.8419 2.8072
C -0.7115 -0.4187 8.9015
C 2.1612 4.7848 -7.3683
C -0.9005 0.9860 3.0122
C 0.5700 -2.3431 -1.7452
C -0.4889 -0.1220 10.2452
C 3.2201 3.8976 -7.2305
C -2.1290 -3.0456 3.9034
C 0.7012 -4.4041 0.1501
C -1.2932 0.0427 2.0077
C -1.7198 -1.7308 3.6763
C -2.4797 -3.3247 1.5338
C 0.2423 -3.6571 -2.0905
C -1.3351 -0.1049 -2.2904
C -1.3016 -0.7994 4.6452
C 1.0914 4.7394 -6.4878
C 0.9697 -2.0905 -0.4313
C -1.7059 -1.2555 2.3186
C 3.0602 0.0388 -3.5172
C -3.3717 -3.1883 -2.4146
C 1.1027 3.8032 -5.4648
C 2.1457 2.9035 -5.3209
C 4.3097 1.7065 -2.3110
C -0.9083 0.5068 4.3755
C -0.0809 1.1420 10.6311
C -0.9641 1.6743 0.3504
C -0.3087 -0.6297 -5.8026
C 1.0940 -2.8871 -6.5873
C 3.2009 1.9450 -1.5108
C 0.3153 -4.6770 -1.1577
C -0.1057 1.8549 8.3243
C 3.2070 2.9565 -6.2117
C -0.2528 -0.9820 -7.1446
H -2.1475 -3.4479 4.9097
H -0.1348 -3.8804 -3.0816
H -0.8569 0.2583 -5.5118
H -1.0195 -1.4272 8.6511
H 2.1203 2.1681 -4.5292
H -1.0040 1.9105 -0.7050
H 0.4901 -2.3900 -8.5876
H 5.1000 0.5514 -3.9418
H 0.0423 2.6200 7.5728
H 1.2389 -1.0833 -0.1257
H -0.2727 2.9699 3.4085
H 4.0531 3.9356 -7.9219
H 1.6425 -3.7729 -6.8858
H 0.4314 3.1218 9.9569
H 1.2938 -2.8754 1.5388
H 1.1741 1.4220 -1.0802
H 5.2249 2.2646 -2.1544
H -1.0743 0.2127 12.9374
H -4.3202 -1.2360 -2.4197
H 2.1608 5.5150 -8.1677
H -3.2469 -1.5421 -3.7849
H -2.8287 -4.8665 2.9520
H 0.7168 -5.1968 0.8878
H 4.0223 2.2540 -6.0969
H 0.6201 -0.3016 12.7908
H 0.2603 5.4215 -6.5832
H 0.0237 -5.6815 -1.4391
H -0.3773 3.6279 0.9447
H -1.4718 -1.6984 6.5792
H -2.7503 -3.9070 0.6623
H -0.6399 -0.9070 10.9760
H 3.2413 2.6884 -0.7239
H 0.1898 1.0346 13.8856
H 3.0171 -0.6930 -4.3180
H -0.7602 -0.3711 -7.8818
H 1.5460 -3.1452 -4.5146

---

[2]
98
Properties=species:S:1:pos:R:3 method="wB97M-V/def2-TZVPD" e_tot_ha=-3157.85268 fmax_ev_per_a=3.72
P 3.5082 -0.5017 -2.1087
F 6.1702 -2.5848 -2.6177
O 1.9944 0.1124 -2.0323
O -8.3647 -4.7287 3.5208
O 5.2563 10.3848 -3.5527
O 5.1678 1.5167 -1.2555
O 6.8773 2.9274 -0.9627
O 3.8113 -1.2092 -0.8684
O -1.7589 -2.3013 -0.2470
O 3.5056 -1.4611 -3.4180
O -13.1965 -2.9774 4.9833
O -0.8470 -5.1599 4.1769
O 6.1600 5.1216 -3.8076
C -9.7491 -3.9893 5.2733
C -0.1639 -3.2693 1.1853
C 5.5254 9.0118 -1.1308
C -10.2396 -4.3001 1.4925
C -2.6822 -3.5345 1.5327
C -9.0076 -3.8438 7.5538
C 5.3131 8.5692 -7.3149
C 5.5979 7.2089 -7.3841
C 4.6053 0.9337 -2.3963
C 1.3835 -4.2261 2.7671
C 7.1019 1.1692 -2.6110
C -8.7556 -4.1617 6.2298
C -11.7881 -3.6422 3.2203
C 6.4150 2.0242 -1.5172
C -12.7795 -3.4668 2.2626
C -1.5525 -2.9772 0.7431
C 7.4869 -2.1527 -2.5719
C -1.0528 -4.5335 3.1566
C -2.4422 -4.2976 2.6775
C 0.9037 -2.8105 0.4255
C -11.2517 -3.1907 6.9813
C -11.2262 -4.1077 0.5401
C -10.5173 -4.0742 2.8355
C -12.0907 -3.3490 4.6475
C 5.7392 7.1139 -4.9875
C 5.9347 6.2633 -1.2640
C 8.1634 0.2493 -1.9457
C -3.5095 -4.8420 3.3818
C -5.0474 -3.8430 1.8245
C -12.4992 -3.6996 0.9264
C 5.8097 6.4831 -6.2240
C 5.2582 9.2059 -6.0863
C 5.8172 7.0034 -2.4338
C 2.2050 -3.0567 0.8267
C -11.0060 -3.5132 5.6522
C 0.0762 -3.9929 2.3547
C -10.2540 -3.3514 7.9285
C 5.9279 6.3141 -3.7466
C 5.8645 0.5618 -3.2773
C 5.6481 8.2691 0.0326
C -4.8083 -4.6191 2.9539
C 5.8457 6.8932 -0.0340
C 5.4318 9.1845 -3.6070
C 5.4765 8.4836 -4.9194
C -3.9877 -3.3022 1.1153
C 7.6255 -1.1009 -1.4400
C -9.4540 -4.3016 3.8499
C 2.4433 -3.7591 2.0057
C 5.5999 8.3818 -2.3669
H -8.2313 -3.9752 8.2968
H 4.0446 1.6376 -3.0251
H 6.0919 5.1938 -1.3116
H 5.0417 10.2647 -6.0337
H -3.3254 -5.4432 4.2624
H 0.7147 -2.2610 -0.4869
H 7.6479 1.8853 -3.2301
H -12.2212 -2.8107 7.2752
H 3.0318 -2.6978 0.2197
H 6.7181 -1.0052 -0.8340
H 2.6488 -1.9177 -3.3949
H -13.7682 -3.1444 2.5612
H 8.5465 0.7856 -1.0658
H -4.1748 -2.7024 0.2343
H 5.3672 10.0808 -1.0775
H 1.4284 -0.6607 -1.8673
H 5.7162 1.2158 -4.1536
H -6.0641 -3.6647 1.4972
H -5.6397 -5.0474 3.5002
H -11.0059 -4.2776 -0.5062
H 5.6492 6.7148 -8.3462
H -13.2718 -3.5583 0.1812
H 5.1359 9.1325 -8.2223
H 5.9326 6.3128 0.8756
H -10.4461 -3.0947 8.9625
H -7.7846 -4.5401 5.9391
H 7.7320 -1.6477 -3.5154
H 9.0192 0.1481 -2.6224
H 1.5715 -4.7758 3.6800
H 5.5858 8.7614 0.9950
H 5.9008 -0.4182 -3.7536
H -9.2516 -4.6227 1.1915
H 8.3931 -1.4994 -0.7591
H 8.1620 -3.0018 -2.4427
H 6.0260 5.4244 -6.2788
H 3.4604 -3.9454 2.3266

---

[3]
98
Properties=species:S:1:pos:R:3 method="wB97M-V/def2-TZVPD" s_squared=0.766 total_charge=+1 fmax_ev_per_a=1.89 spin_multiplicity=2 relative_energy_kj_mol=0.0
Ru 0.2613 0.9860 0.0493
S 2.2351 -2.5386 1.1449
S -1.3492 -1.3096 3.9817
S -1.0461 -4.3301 -0.1795
P 0.5306 0.3835 -3.3566
O -0.2622 -0.6507 1.1865
N 4.7798 0.6222 1.7553
N -1.7324 1.5947 0.1969
N 0.4205 0.7166 -1.8053
N 0.1966 1.7344 1.8965
N -4.3743 2.1539 0.8101
N -0.3382 3.0240 8.8215
N 2.2590 0.8455 0.6338
C -0.9893 2.0169 2.4256
C 1.5714 1.5486 -4.2586
C -1.7746 1.6916 -4.0772
C -0.1223 2.4904 6.0687
C -1.3369 2.8319 6.6524
C 1.9990 3.0774 -6.0678
C 1.7594 -3.4427 -2.8689
C 1.2058 -1.2475 -3.6823
C 1.2707 -2.1624 -2.6336
C 1.2733 1.6147 2.6689
C -1.3966 3.0876 8.0142
C -1.6142 -1.9741 -0.9482
C 2.8444 1.8110 -3.7472
C 3.7361 1.0422 2.4613
C 2.1790 -3.7973 -4.1438
C -4.0063 1.7842 -0.4084
C 1.6453 -1.5992 -4.9605
C -3.6823 0.6685 -5.1222
C -1.7063 -0.6435 -4.7016
C 3.0238 -3.6053 2.2343
C -0.5245 -2.0066 1.3881
C 0.7012 -2.7784 1.8878
C 4.5499 0.2928 0.4927
C -1.1175 2.2823 3.7726
C 3.6838 2.7084 -4.3873
C 1.1537 2.1775 -5.4281
C -3.4123 2.2442 1.7207
C 0.8258 2.6889 8.2655
C -2.6878 1.5090 -0.7205
C 2.1282 -2.8772 -5.1871
C 2.4650 1.1622 1.9217
C 3.2898 0.3906 -0.0663
C -1.0931 0.4702 -4.1378
C 1.2032 1.8674 4.0237
C -2.9521 -1.6245 4.5093
C 3.2532 3.3496 -5.5447
C -1.7949 -4.1543 -1.7110
C -0.0082 2.2236 4.6076
C -1.6168 -2.0824 2.4620
C -3.6636 -2.2840 3.5600
C -2.8942 -2.5392 2.3787
C -3.0662 1.7902 -4.5741
C -2.0394 -2.8476 -1.9960
C -3.0028 -0.5389 -5.1939
C -1.0585 -2.6336 0.1029
C 2.1514 -4.1181 3.1349
C 0.9786 2.4165 6.9142
C 0.8185 -3.6355 2.9380
C -2.0850 1.9605 1.4395
H -2.0057 -5.0284 -2.3127
H -2.3893 1.2103 -1.7104
H 1.8118 -4.1571 -2.0568
H -2.3390 3.3581 8.4793
H -2.2496 2.9074 6.0740
H -3.2836 -3.0528 1.5072
H -3.4845 -1.4045 -5.6325
H -1.2830 2.5562 -3.6426
H -0.0236 -3.9356 3.5505
H -4.6975 0.7393 -5.4963
H -4.6957 -2.5888 3.6863
H 0.9378 -1.8604 -1.6488
H 3.9205 1.3020 3.4973
H -1.1737 -1.5863 -4.7563
H 2.4344 -4.8176 3.9128
H -1.6930 -0.8968 -0.9753
H 3.1697 1.3090 -2.8445
H 1.6795 2.6362 8.9336
H -2.5176 -2.5116 -2.9099
H 5.3921 -0.0676 -0.0861
H 1.6189 -0.8738 -5.7680
H 2.4722 -3.1585 -6.1754
H 2.5587 -4.7965 -4.3266
H 4.6689 2.9122 -3.9861
H 2.0972 1.7577 4.6205
H -3.7101 2.5504 2.7169
H -3.2689 -1.3154 5.4979
H -4.7859 1.6968 -1.1560
H 3.9008 4.0659 -6.0376
H 1.6730 3.5710 -6.9753
H -3.5956 2.7354 -4.5297
H 0.1755 1.9672 -5.8430
H 3.0883 0.0769 -1.0782
H -2.0986 2.5009 4.1681
H 1.9637 2.1497 6.5517
H 4.0865 -3.7887 2.1392